Record 1
{
  "formula": "C15H15I2MnNO4S2",
  "method": "wB97M-V/def2-TZVPD",
  "elements": ["Mn", "I", "C", "C", "C", "C", "C", "C", "C", "C", "C", "C", "H", "H", "H", "H", "H", "H", "I", "C", "S", "O", "O", "O", "H", "H", "H", "C", "O", "H", "H", "H", "S", "C", "C", "N", "C", "H", "H", "H"],
  "coordinates": [[0.5906, -0.6023, 1.2261], [-1.0364, 1.0349, 3.1540], [-1.2377, 2.3968, 1.5289], [-1.9650, 3.5311, 1.8070], [-2.2229, 4.4550, 0.7891], [-1.7807, 4.2038, -0.4831], [-1.0576, 3.0273, -0.7886], [-0.6823, 2.7531, -2.1175], [-0.0290, 1.5817, -2.4123], [0.3268, 0.6875, -1.3931], [0.0488, 0.8981, -0.0374], [-0.7246, 2.0777, 0.2456], [-2.3300, 3.6952, 2.8121], [-2.7889, 5.3541, 1.0091], [-1.9919, 4.9080, -1.2827], [-0.9314, 3.4667, -2.8982], [0.2235, 1.3481, -3.4445], [0.8406, -0.2202, -1.6859], [2.5947, 0.9839, 2.3009], [-2.3025, -1.8608, -1.3527], [-1.3398, -2.3029, 0.1116], [-1.8703, -3.5804, 0.5508], [-1.5762, -1.1986, 1.0464], [0.0399, -2.3285, -0.3637], [-3.3590, -1.9389, -1.1020], [-2.0402, -2.5497, -2.1537], [-2.0310, -0.8383, -1.6104], [0.5040, -3.0489, 3.1799], [0.8614, -2.0384, 2.3497], [-0.4270, -3.5643, 2.8677], [0.3405, -2.7010, 4.2297], [1.2910, -3.8348, 3.2383], [4.2107, -1.0269, -2.2407], [3.5642, -2.5855, -1.8587], [2.7749, -2.4863, -0.7573], [2.6765, -1.2423, -0.2110], [3.3698, -0.3745, -0.8639], [3.7788, -3.4417, -2.4767], [2.2335, -3.3076, -0.3129], [3.4543, 0.6698, -0.5997]],
  "lowdin_charge": [0.1599, 0.9827, -0.5591, -0.2046, -0.1305, -0.0768, -0.1892, -0.0992, -0.1174, -0.1579, -0.2277, -0.2205, 0.0639, 0.0836, 0.0921, 0.0846, 0.0855, 0.0682, -0.0179, -0.1431, 0.3905, -0.3539, -0.4501, -0.3725, 0.0480, 0.0488, 0.0424, -0.3381, -0.4991, 0.0478, 0.0486, 0.0465, 0.9197, -0.4184, -0.2448, -0.0458, -0.5233, 0.0439, 0.1091, 0.0240],
  "e_tot_ha": -3479.03507,
  "e_homo_ev": [-0.3, 0.2],
  "homo_lumo_gap_ev": [4.50, 4.05],
  "e_lumo_ha": [0.1553, 0.1552],
  "de_lowest_kj_mol": 149.1,
  "multiplicity": 2,
  "total_charge": -2
}

***

Record 2
{
  "formula": "C4H6O2",
  "method": "wB97M-V/def2-TZVPD",
  "elements": ["O", "C", "C", "C", "O", "C", "H", "H", "H", "H", "H", "H"],
  "coordinates": [[-1.1955, 0.8535, -2.2178], [-1.0441, 0.2590, -1.1788], [0.0902, 0.5028, -0.2244], [-0.2000, 0.2104, 1.2578], [0.6377, -0.9510, 1.2594], [1.0415, -0.7086, -0.0910], [-1.7451, -0.5556, -0.8859], [0.5651, 1.4581, -0.4561], [0.1600, 0.9817, 1.9485], [-1.2414, -0.0359, 1.5051], [0.8280, -1.5645, -0.7443], [2.1037, -0.4500, -0.1725]],
  "lowdin_charge": [0.0631, -0.2364, -0.2053, -0.1500, -0.1047, -0.1410, 0.1390, 0.1466, 0.1216, 0.1203, 0.1239, 0.1230],
  "e_tot_ha": -306.43393,
  "e_homo_ev": -10.0,
  "homo_lumo_gap_ev": 10.83,
  "e_lumo_ha": 0.0323,
  "de_lowest_kj_mol": 190.0
}

***

Record 3
{
  "formula": "C2H6N4S",
  "method": "wB97M-V/def2-TZVPD",
  "elements": ["C", "C", "H", "H", "H", "H", "H", "H", "N", "N", "N", "N", "S"],
  "coordinates": [[1.6756, -0.9700, -0.0230], [-1.8446, 0.1683, 0.2823], [1.6758, 2.1647, 0.0845], [0.3985, 1.2024, -0.4530], [2.3202, -1.8035, 0.3057], [-1.2194, -1.5791, 1.2694], [-2.4854, 0.3609, 1.1214], [-1.2075, 0.5348, -1.4795], [1.4101, 1.2667, -0.2734], [2.1108, 0.2335, 0.1221], [-1.0542, -0.9821, 0.4805], [-1.8421, 0.8927, -0.7481], [0.0624, -1.4893, -0.6891]],
  "lowdin_charge": [-0.4641, -0.3804, 0.0958, 0.0486, 0.0545, 0.0748, 0.1046, 0.0080, 0.0144, -0.1113, -0.3630, 0.0438, 0.8743],
  "e_tot_ha": -696.95521,
  "smiles": "[H]/N=C\\NS/C=N\\N",
  "e_homo_ev": -9.0,
  "homo_lumo_gap_ev": 9.53,
  "e_lumo_ha": 0.0197,
  "de_lowest_kj_mol": 186.0
}

***

Record 4
{
  "formula": "C4H10N2O",
  "method": "wB97M-V/def2-TZVPD",
  "elements": ["O", "C", "C", "C", "C", "N", "N", "H", "H", "H", "H", "H", "H", "H", "H", "H", "H"],
  "coordinates": [[-2.4101, 1.1869, 0.8601], [-1.8648, 0.3669, 0.1937], [-0.3960, -0.1382, 0.5126], [0.3315, 0.1609, -0.8150], [1.7528, -0.2732, -1.0916], [2.0494, -1.7047, -1.1572], [0.0704, 0.5415, 1.6638], [-2.3206, -0.0012, -0.8384], [-0.3206, -1.2311, 0.7163], [-0.3245, -0.2820, -1.5711], [0.2730, 1.2652, -0.9144], [2.1703, 0.2090, -2.0090], [2.3006, 0.0478, -0.1835], [1.6922, -2.1469, -0.3266], [1.5564, -2.1355, -1.9269], [1.0559, 0.4254, 1.8146], [-0.3726, 1.4368, 1.8208]],
  "lowdin_charge": [0.0668, -0.2223, -0.3869, -0.2062, -0.2932, -0.0062, 0.0435, 0.1491, 0.1415, 0.0963, 0.1290, 0.1227, 0.1053, 0.0506, 0.0604, 0.0727, 0.0769],
  "e_tot_ha": -343.12435,
  "smiles": "NCC[C@@H](N)C=O",
  "e_homo_ev": -9.2,
  "homo_lumo_gap_ev": 10.09,
  "e_lumo_ha": 0.0340,
  "de_lowest_kj_mol": 202.5
}

***

Record 5
{
  "formula": "C59H133ClN3O5P3",
  "method": "wB97M-V/def2-TZVPD",
  "elements": ["Cl", "O", "O", "O", "O", "C", "C", "N", "C", "C", "N", "C", "C", "H", "H", "H", "H", "H", "H", "H", "H", "H", "H", "H", "C", "C", "C", "C", "P", "C", "C", "C", "C", "C", "C", "C", "C", "C", "C", "C", "C", "H", "H", "H", "H", "H", "H", "H", "H", "H", "H", "H", "H", "H", "H", "H", "H", "H", "H", "H", "H", "H", "H", "H", "H", "H", "H", "H", "H", "H", "H", "H", "H", "H", "H", "H", "H", "C", "C", "C", "C", "P", "C", "C", "C", "C", "C", "C", "C", "C", "C", "C", "C", "C", "H", "H", "H", "H", "H", "H", "H", "H", "H", "H", "H", "H", "H", "H", "H", "H", "H", "H", "H", "H", "H", "H", "H", "H", "H", "H", "H", "H", "H", "H", "H", "H", "H", "H", "H", "H", "C", "C", "C", "C", "P", "C", "C", "C", "C", "C", "C", "C", "C", "C", "C", "C", "C", "H", "H", "H", "H", "H", "H", "H", "H", "H", "H", "H", "H", "H", "H", "H", "H", "H", "H", "H", "H", "H", "H", "H", "H", "H", "H", "H", "H", "H", "H", "H", "H", "H", "H", "H", "H", "C", "N", "C", "C", "C", "C", "O", "H", "H", "H", "H", "H", "H", "H", "H", "H", "H", "H", "H", "H", "H"],
  "coordinates": [[2.0539, 1.4328, 0.0078], [1.6688, 1.1417, -1.3805], [0.9838, 0.9206, 0.8610], [3.2314, 0.7078, 0.4192], [2.1955, 2.8466, 0.1425], [5.7342, 2.0129, -5.7205], [4.4640, 2.4163, -6.4467], [3.6604, 3.2804, -5.5293], [3.9468, 4.5633, -5.1552], [2.9896, 5.0090, -4.3255], [2.0214, 3.9999, -4.2725], [2.4634, 2.9864, -5.0199], [0.7125, 4.0667, -3.6516], [6.4368, 2.8326, -5.5629], [6.3465, 1.2864, -6.2567], [5.5017, 1.5716, -4.7529], [3.8278, 1.5736, -6.7113], [4.5941, 2.9390, -7.3922], [4.8582, 5.0059, -5.5272], [2.8527, 5.9816, -3.8858], [1.9195, 2.0774, -5.2170], [0.5416, 3.1204, -3.1324], [-0.1153, 4.2846, -4.3210], [0.7294, 4.7931, -2.8413], [-9.9595, 3.7717, -4.7996], [-9.2955, 3.1853, -3.5498], [-7.7710, 2.9751, -3.6544], [-7.4500, 1.7646, -4.5343], [-5.7143, 1.6820, -5.1088], [-5.5981, 0.2833, -6.2587], [-5.7709, -1.0826, -5.5799], [-6.1631, -2.1522, -6.6036], [-5.0511, -2.5162, -7.6047], [-4.5815, 1.4875, -3.6318], [-3.7199, 2.7073, -3.2898], [-2.6943, 2.5030, -2.1428], [-1.9328, 1.1598, -2.3148], [-5.4250, 3.3005, -5.9189], [-4.1632, 3.3820, -6.7377], [-3.6507, 4.8388, -6.8808], [-2.6972, 4.9059, -8.1008], [-10.9951, 3.9434, -4.5067], [-10.0203, 3.0979, -5.6559], [-9.4600, 4.6925, -5.0969], [-9.8067, 2.2648, -3.2663], [-9.3895, 3.8938, -2.7251], [-7.3550, 2.7645, -2.6624], [-7.2475, 3.8993, -3.9049], [-8.0983, 1.6714, -5.4056], [-7.4451, 0.8482, -3.9344], [-4.6151, 0.3367, -6.7343], [-6.3308, 0.5105, -7.0390], [-6.5607, -1.1446, -4.8301], [-4.7751, -1.3209, -5.2038], [-7.0886, -1.8335, -7.0871], [-6.4291, -3.0678, -6.0712], [-4.0521, -2.6902, -7.2017], [-5.0008, -1.7518, -8.3817], [-5.2980, -3.4631, -8.0862], [-3.9511, 0.6571, -3.9506], [-5.2487, 1.2499, -2.8028], [-4.3153, 3.5542, -2.9418], [-3.1594, 3.0097, -4.1754], [-3.0877, 2.4551, -1.1277], [-1.9424, 3.2880, -2.2054], [-1.7480, 1.0835, -3.3942], [-2.4798, 0.2508, -2.0593], [-0.9775, 1.1417, -1.7914], [-5.4344, 3.9600, -5.0423], [-6.3716, 3.5879, -6.3862], [-4.3435, 3.0315, -7.7554], [-3.4214, 2.7132, -6.2886], [-3.0917, 5.1587, -6.0033], [-4.5360, 5.4388, -7.0916], [-1.8591, 4.2529, -7.8340], [-2.3842, 5.9296, -8.2802], [-3.1220, 4.4242, -8.9797], [4.6788, -3.0125, 11.1170], [4.3694, -2.1528, 9.9015], [3.6370, -3.0000, 8.8490], [3.2194, -2.2074, 7.5902], [1.6175, -1.3185, 7.4857], [0.2053, -2.5179, 7.5830], [-0.0173, -3.3748, 6.3485], [-1.3654, -4.0964, 6.4004], [-1.6307, -4.8613, 5.1006], [1.3756, -0.1151, 8.7798], [1.2160, -0.6046, 10.2345], [1.6500, 0.4303, 11.2996], [0.4892, 1.3905, 11.5363], [1.6476, -0.5760, 5.8407], [2.6592, 0.5483, 5.5719], [2.2762, 1.3000, 4.2887], [3.2432, 2.4288, 3.8870], [3.8388, -3.6240, 11.4519], [5.0375, -2.4133, 11.9541], [5.4869, -3.7170, 10.9060], [5.3184, -1.8042, 9.4888], [3.7485, -1.3002, 10.1709], [2.8209, -3.5054, 9.3714], [4.3265, -3.7919, 8.5511], [3.1181, -2.9551, 6.7964], [4.0013, -1.5025, 7.3044], [-0.6823, -1.9708, 7.9081], [0.4543, -3.1271, 8.4597], [0.8073, -4.0644, 6.1404], [0.0938, -2.7422, 5.4560], [-2.1920, -3.4201, 6.6221], [-1.2893, -4.7660, 7.2600], [-1.8316, -4.2301, 4.2333], [-2.4097, -5.6183, 5.1839], [-0.7362, -5.4402, 4.8440], [0.5504, 0.5396, 8.4806], [2.2265, 0.5747, 8.7802], [1.8233, -1.4877, 10.4483], [0.2265, -0.9882, 10.4872], [2.5142, 1.0588, 11.0744], [1.8497, -0.1173, 12.2197], [0.1287, 1.8786, 10.6229], [0.6340, 2.2140, 12.2338], [-0.3757, 0.8025, 11.8577], [0.6242, -0.2167, 5.6901], [1.8202, -1.3654, 5.1066], [3.6873, 0.2189, 5.4161], [2.6833, 1.2997, 6.3668], [1.2363, 1.6355, 4.2584], [2.2711, 0.5446, 3.4918], [4.2144, 1.9733, 3.6905], [3.3771, 3.1107, 4.7292], [2.8361, 2.9744, 3.0404], [-3.2080, -0.9759, 3.0615], [-1.7665, -1.3955, 2.7256], [-1.6607, -2.0389, 1.3415], [-0.2900, -2.7089, 1.1812], [-0.0636, -3.6739, -0.3270], [-0.4453, -2.5142, -1.6859], [0.0163, -2.7993, -3.1282], [-0.4389, -1.7201, -4.0965], [-1.8064, -2.0805, -4.7032], [1.5024, -4.3952, -0.6094], [2.6943, -3.4683, -0.7457], [3.9096, -4.0662, -1.4378], [4.4903, -5.2722, -0.7023], [-1.3920, -4.9374, -0.4214], [-1.7243, -5.7888, 0.8040], [-2.5085, -7.0538, 0.3715], [-3.0620, -7.7807, 1.6197], [-3.2057, -0.4489, 4.0146], [-3.8401, -1.8618, 3.0853], [-3.5468, -0.2492, 2.3225], [-1.3429, -1.9567, 3.5569], [-1.1876, -0.4833, 2.5346], [-1.9565, -1.3419, 0.5533], [-2.4642, -2.7756, 1.1844], [-0.1494, -3.4776, 1.9521], [0.5137, -1.9868, 1.3507], [-0.1200, -1.5213, -1.3704], [-1.5401, -2.5506, -1.7332], [-0.0700, -3.8175, -3.5078], [1.1083, -2.6971, -3.0372], [0.2650, -1.7135, -4.9352], [-0.3623, -0.6883, -3.7502], [-2.2113, -1.2138, -5.2378], [-2.5643, -2.4150, -3.9980], [-1.5557, -2.7847, -5.4959], [1.3162, -5.0342, -1.4888], [1.7599, -5.1996, 0.0891], [2.9983, -3.2673, 0.2926], [2.4819, -2.4484, -1.0811], [4.7014, -3.3492, -1.6541], [3.5914, -4.3259, -2.4569], [4.8306, -4.9654, 0.2886], [5.3378, -5.7096, -1.2321], [3.8509, -6.1485, -0.5668], [-1.1213, -5.5253, -1.3065], [-2.2722, -4.4039, -0.7902], [-2.3129, -5.2695, 1.5641], [-0.8226, -6.1197, 1.3278], [-1.7615, -7.6460, -0.1557], [-3.3860, -6.7568, -0.2025], [-3.5601, -8.6843, 1.2645], [-3.8520, -7.1641, 2.0431], [-2.2416, -8.0881, 2.2637], [4.9702, 4.5856, -1.5166], [6.2775, 3.9485, -1.1003], [5.9839, 2.7607, -0.1982], [7.0151, 3.4117, -2.2848], [7.1673, 4.8471, -0.2761], [7.3478, 6.3027, -0.7813], [8.1121, 6.2397, -1.9780], [4.5821, 4.9726, -0.5759], [4.3597, 3.8122, -1.9657], [5.3302, 5.4044, -2.1357], [6.9003, 2.1984, -0.0633], [5.1529, 2.2236, -0.6562], [5.5533, 3.0805, 0.7494], [7.1311, 4.1872, -3.0328], [6.4991, 2.5169, -2.6241], [7.9745, 3.0153, -1.9546], [8.0911, 4.2937, -0.1404], [6.6642, 4.9679, 0.6864], [7.9335, 6.7695, 0.0095], [6.3747, 6.7764, -0.8852], [8.9754, 6.6417, -1.8368]],
  "lowdin_charge": [0.6146, -0.4198, -0.3902, -0.3698, -0.3641, -0.0617, -0.1245, -0.0368, -0.0215, 0.0010, -0.0630, -0.0019, 0.0173, 0.0766, 0.0951, 0.0737, 0.1279, 0.1385, 0.1510, 0.1455, 0.1742, 0.0862, 0.1011, 0.1114, -0.0932, -0.2479, -0.2465, -0.2646, 1.0384, -0.2690, -0.2452, -0.2483, -0.0904, -0.2211, -0.2353, -0.2126, -0.1174, -0.2794, -0.2692, -0.2367, -0.0972, 0.0830, 0.0688, 0.0780, 0.1157, 0.1129, 0.1088, 0.0995, 0.1050, 0.0919, 0.0984, 0.1149, 0.1097, 0.0864, 0.1166, 0.1109, 0.0638, 0.0728, 0.0801, 0.0689, 0.1053, 0.1159, 0.0887, 0.1130, 0.0930, 0.0589, 0.0698, 0.0542, 0.0836, 0.1169, 0.1169, 0.0950, 0.1008, 0.1157, 0.0663, 0.0773, 0.0759, -0.0984, -0.2686, -0.2368, -0.2388, 1.0229, -0.2452, -0.2683, -0.2409, -0.1002, -0.2694, -0.2420, -0.2461, -0.1096, -0.2829, -0.2392, -0.2743, -0.0879, 0.0785, 0.0816, 0.0832, 0.1173, 0.0778, 0.1043, 0.1210, 0.0938, 0.0997, 0.1086, 0.1030, 0.1193, 0.0792, 0.1143, 0.1207, 0.0486, 0.0798, 0.0750, 0.1080, 0.1037, 0.0815, 0.1175, 0.1120, 0.1153, 0.0702, 0.0810, 0.0790, 0.1057, 0.0997, 0.1162, 0.1111, 0.1131, 0.0966, 0.0724, 0.0757, 0.0626, -0.0862, -0.2578, -0.2473, -0.2536, 1.0069, -0.2551, -0.2310, -0.2571, -0.1025, -0.2953, -0.2563, -0.2546, -0.0985, -0.2612, -0.2552, -0.2502, -0.0930, 0.0748, 0.0770, 0.0750, 0.0850, 0.1081, 0.1090, 0.1051, 0.0956, 0.1041, 0.0968, 0.0851, 0.1243, 0.0999, 0.1096, 0.0835, 0.0566, 0.0716, 0.0810, 0.1163, 0.1131, 0.1175, 0.1076, 0.1113, 0.1098, 0.0804, 0.0813, 0.0725, 0.1056, 0.0970, 0.1019, 0.1122, 0.1131, 0.1128, 0.0785, 0.0769, 0.0768, 0.0345, -0.3576, 0.0185, 0.0076, -0.0968, -0.1927, -0.0513, 0.1221, 0.0991, 0.0968, 0.1184, 0.0889, 0.1124, 0.1017, 0.0954, 0.1175, 0.1435, 0.1367, 0.1386, 0.1171, 0.1106],
  "e_tot_ha": -4351.10659,
  "e_homo_ev": -16.4,
  "homo_lumo_gap_ev": 9.32,
  "e_lumo_ha": -0.2611,
  "de_lowest_kj_mol": 0.0,
  "total_charge": 4
}